(P)
This record from the Open Molecules 2025 dataset describes an isolated molecule of C4H9N3. The level of theory is wB97M-V/def2-TZVPD.

Positions of all 16 atoms, in Å:
H (1.71032, -1.73421, -0.11749)
N (0.80102, -2.09092, 0.15596)
C (0.02228, -1.22111, 0.64647)
N (-1.26060, -1.59310, 0.94435)
C (0.32086, 0.25454, 0.83355)
C (0.17151, 0.98891, -0.47856)
C (1.09547, 1.83345, -0.92972)
N (-1.04544, 0.78175, -1.11004)
H (-1.42886, -2.58695, 0.93887)
H (-1.77661, -1.05070, 1.62303)
H (1.33823, 0.38018, 1.20471)
H (-0.37333, 0.68583, 1.55983)
H (1.99819, 2.02586, -0.38198)
H (0.96670, 2.36564, -1.85553)
H (-1.45759, -0.12434, -0.96018)
H (-1.08215, 1.08517, -2.07327)

The value obtained for the lowest unoccupied orbital energy is 0.0343 Eh. Its SMILES is [H]/N=C(/N)CC(=C)N. As for the highest occupied orbital energy: -8.324 eV.

So, what does the natural (NBO) scheme give us? The charges, in e, come out as:
1. H 0.35
2. N -0.72
3. C 0.44
4. N -0.83
5. C -0.51
6. C 0.21
7. C -0.52
8. N -0.82
9. H 0.40
10. H 0.39
11. H 0.24
12. H 0.22
13. H 0.20
14. H 0.19
15. H 0.39
16. H 0.38

(Q)
This record from the Open Molecules 2025 dataset describes a structure of composition C4H9N3. The level of theory is wB97M-V/def2-TZVPD.

Positions of all 16 atoms, in Å:
C (-1.55181, -0.41780, -1.20979)
N (-0.93831, -0.44817, 0.11365)
C (-0.10986, -1.57810, 0.42500)
N (-0.27532, -2.63095, 0.95401)
H (-1.52996, -0.12487, 0.87447)
H (-0.88768, -0.87628, -1.94279)
H (-2.49996, -0.95994, -1.22052)
H (-1.70788, 0.61450, -1.53309)
C (1.20773, 1.12371, 1.36492)
C (1.12239, 0.59648, -0.02186)
N (1.23804, 1.20113, -1.08809)
H (1.13531, 0.71874, -1.97197)
H (1.10336, -0.98113, 0.14410)
H (2.23826, 1.41529, 1.57113)
H (0.54520, 1.98731, 1.45980)
H (0.91049, 0.36007, 2.08102)

The value obtained for the lowest unoccupied orbital energy (alpha / beta) is -0.0081 / -0.0081 Eh. As for the highest occupied orbital energy (alpha / beta): -8.228 / -8.225 eV.

So, what does the natural (NBO) scheme give us? The charges, in e, come out as:
1. C -0.41
2. N -0.68
3. C 0.23
4. N -0.34
5. H 0.40
6. H 0.20
7. H 0.20
8. H 0.21
9. C -0.71
10. C 0.41
11. N -0.68
12. H 0.38
13. H 0.07
14. H 0.25
15. H 0.24
16. H 0.23

(R)
This record from the Open Molecules 2025 dataset describes an isolated molecule of C4H9N3. The level of theory is wB97M-V/def2-TZVPD.

Positions of all 16 atoms, in Å:
C (0.26110, -2.00112, 0.30306)
C (0.41748, -0.51067, 0.19425)
C (1.57493, 0.05330, -0.05218)
N (2.69741, 0.54671, -0.04594)
N (-0.75730, 0.26457, 0.34052)
C (-0.49383, 1.74311, 0.29884)
N (-1.79529, -0.19268, -0.49690)
H (-0.40198, -2.36386, -0.48089)
H (1.22819, -2.48969, 0.21802)
H (-0.18377, -2.25018, 1.26527)
H (3.20709, 0.61416, -0.92485)
H (-1.44191, 2.23779, 0.51451)
H (0.21385, 1.98165, 1.08914)
H (-0.12234, 2.10852, -0.67004)
H (-2.68711, 0.08813, -0.10223)
H (-1.71650, 0.17023, -1.45060)

The value obtained for the lowest unoccupied orbital energy is 0.0359 Eh. Its SMILES is CC(=C=N)N(C)N. As for the highest occupied orbital energy: -7.634 eV.

So, what does the natural (NBO) scheme give us? The charges, in e, come out as:
1. C -0.61
2. C -0.04
3. C 0.34
4. N -0.64
5. N -0.26
6. C -0.44
7. N -0.66
8. H 0.23
9. H 0.22
10. H 0.22
11. H 0.36
12. H 0.20
13. H 0.22
14. H 0.18
15. H 0.36
16. H 0.33

(S)
This record from the Open Molecules 2025 dataset describes an isolated molecule of C4H9N3. The level of theory is wB97M-V/def2-TZVPD.

Positions of all 16 atoms, in Å:
C (-1.56648, -0.41651, 0.83658)
N (-0.03454, -1.31320, -1.48712)
C (-0.01676, 0.01413, -1.11721)
N (-0.53406, 0.34126, 0.15927)
H (-0.09922, -2.04330, -0.79223)
H (0.25583, -1.57442, -2.41820)
H (-0.32455, 0.69004, -1.91403)
H (-1.17339, -1.30053, 1.35553)
H (-2.01361, 0.25360, 1.57335)
H (-2.32367, -0.73145, 0.11580)
N (1.49932, 0.64269, -0.62119)
C (0.60908, 0.91052, 0.88289)
C (1.05683, 1.27942, 2.00527)
H (1.79784, 1.48738, -1.10360)
H (2.31369, 0.09385, -0.35654)
H (0.55368, 1.66650, 2.88143)

The value obtained for the lowest unoccupied orbital energy is 0.0230 Eh. As for the highest occupied orbital energy: -6.757 eV.

So, what does the natural (NBO) scheme give us? The charges, in e, come out as:
1. C -0.41
2. N -0.84
3. C 0.35
4. N -0.52
5. H 0.40
6. H 0.39
7. H 0.17
8. H 0.18
9. H 0.22
10. H 0.21
11. N -0.75
12. C 0.16
13. C -0.57
14. H 0.39
15. H 0.41
16. H 0.21

Computed relative energies in units of eV: (P) 0.000; (Q) 4.582; (R) 2.379; (S) 4.719

(P)
This record from the Open Molecules 2025 dataset describes an isolated molecule of C4H9N3. The level of theory is wB97M-V/def2-TZVPD.

Positions of all 16 atoms, in Å:
H (1.87778, -1.45717, -0.70520)
N (1.99962, -0.47300, -0.94531)
C (1.37406, 0.37253, -0.18817)
C (0.40438, 0.26630, 0.93210)
N (-0.25875, 1.44780, 1.33756)
C (-0.43988, -0.74784, -0.19390)
C (-1.45669, -0.13063, -1.10052)
N (-0.48015, -1.98866, 0.02827)
H (0.20638, -2.34534, 0.68895)
H (1.55306, 1.41649, -0.45594)
H (0.74917, -0.35035, 1.76512)
H (0.06668, 1.83741, 2.21237)
H (-0.45620, 2.10480, 0.59395)
H (-0.96950, 0.46265, -1.87272)
H (-2.03847, -0.91994, -1.56916)
H (-2.13149, 0.50495, -0.52740)

The value obtained for the lowest unoccupied orbital energy is 0.0324 Eh. Its SMILES is [H]/N=C\[C@@H](N)/C(C)=N\[H]. As for the highest occupied orbital energy: -8.449 eV.

So, what does the natural (NBO) scheme give us? The charges, in e, come out as:
1. H 0.33
2. N -0.61
3. C 0.10
4. C -0.16
5. N -0.85
6. C 0.36
7. C -0.70
8. N -0.66
9. H 0.33
10. H 0.16
11. H 0.22
12. H 0.39
13. H 0.38
14. H 0.23
15. H 0.25
16. H 0.23

(Q)
This record from the Open Molecules 2025 dataset describes a cluster of 2 separate species, C4H9N3 in total. The level of theory is wB97M-V/def2-TZVPD.

Positions of all 16 atoms, in Å:
C (2.02782, -0.10270, -0.48185)
C (0.65686, 1.81256, 0.33007)
C (0.59992, -1.84730, 1.05749)
C (1.03347, 0.36541, 0.38528)
N (2.88568, -0.59329, -1.07033)
N (-2.60939, -0.50820, -1.38631)
N (0.32841, -0.49478, 1.11344)
H (0.78731, 2.33905, 1.35790)
H (1.32125, 2.31698, -0.31983)
H (-0.44747, 2.01987, -0.12297)
H (0.08653, -2.48752, 1.74867)
H (1.33582, -2.05330, 0.29616)
H (-3.38176, 0.01618, -1.04026)
H (-2.65118, -0.63727, -2.49047)
H (-1.70064, 0.07293, -1.34314)
H (-0.27264, -0.21864, 1.96615)

The value obtained for the lowest unoccupied orbital energy (alpha / beta) is 0.0171 / 0.0076 Eh. As for the highest occupied orbital energy (alpha / beta): -7.296 / -7.409 eV.

So, what does the natural (NBO) scheme give us? The charges, in e, come out as:
1. C 0.22
2. C -0.62
3. C -0.27
4. C -0.10
5. N -0.34
6. N -1.08
7. N -0.39
8. H 0.21
9. H 0.23
10. H 0.20
11. H 0.20
12. H 0.21
13. H 0.36
14. H 0.37
15. H 0.36
16. H 0.44

Computed relative energies in units of eV: (P) 0.000; (Q) 0.858

(P)
This record from the Open Molecules 2025 dataset describes a structure of composition C4H9N3. The level of theory is wB97M-V/def2-TZVPD.

Positions of all 16 atoms, in Å:
C (2.56106, -0.73266, 0.87817)
C (1.41947, 0.18003, 0.65642)
C (-1.47158, 0.06912, -0.29148)
C (-2.70115, 0.53599, -0.96322)
H (2.83459, -1.49621, 0.13961)
H (3.70828, -0.14095, 0.90109)
H (2.72757, -1.10751, 1.98735)
H (0.84788, 0.74527, 1.50257)
H (-0.36593, 0.59273, -1.97678)
H (-3.02967, -0.01567, -1.76055)
H (-2.42796, 1.61060, -1.54397)
H (-3.46392, 0.62955, 0.14423)
H (-0.14818, -0.79982, 0.99249)
N (0.98698, -0.04797, -0.54896)
N (-0.26753, 0.67999, -0.83091)
N (-1.20990, -0.70249, 0.71395)

The value obtained for the lowest unoccupied orbital energy is 0.0329 Eh. As for the highest occupied orbital energy: -8.997 eV.

So, what does the natural (NBO) scheme give us? The charges, in e, come out as:
1. C -0.67
2. C 0.02
3. C 0.39
4. C -0.66
5. H 0.26
6. H 0.22
7. H 0.24
8. H 0.22
9. H 0.36
10. H 0.23
11. H 0.24
12. H 0.26
13. H 0.36
14. N -0.25
15. N -0.52
16. N -0.70

(Q)
This record from the Open Molecules 2025 dataset describes an isolated molecule of C4H9N3. The level of theory is wB97M-V/def2-TZVPD.

Positions of all 16 atoms, in Å:
C (0.50863, 2.04232, -0.19366)
N (0.35386, 0.65532, -0.57554)
N (0.20856, -0.15784, 0.64530)
C (1.06806, -1.33061, 0.72435)
C (-1.17862, -0.17967, -0.07222)
C (-1.69706, -1.28484, -0.63713)
N (1.83170, -1.68901, -0.19748)
H (0.17551, 0.35332, 1.53085)
H (1.76073, -1.01963, -0.97531)
H (0.93020, -1.89961, 1.63954)
H (-1.79374, 0.62317, 0.31476)
H (-0.34398, 2.44849, 0.38169)
H (0.58810, 2.61925, -1.11486)
H (1.42304, 2.21088, 0.39718)
H (-1.08826, -2.10783, -0.98067)
H (-2.74672, -1.28372, -0.88679)

The value obtained for the lowest unoccupied orbital energy is 0.0253 Eh. As for the highest occupied orbital energy: -6.994 eV.

So, what does the natural (NBO) scheme give us? The charges, in e, come out as:
1. C -0.45
2. N -0.43
3. N -0.38
4. C 0.25
5. C 0.09
6. C -0.67
7. N -0.56
8. H 0.40
9. H 0.38
10. H 0.18
11. H 0.20
12. H 0.15
13. H 0.22
14. H 0.18
15. H 0.21
16. H 0.22

(R)
This record from the Open Molecules 2025 dataset describes an isolated molecule of C4H9N3. The level of theory is wB97M-V/def2-TZVPD.

Positions of all 16 atoms, in Å:
H (-0.47534, 1.54217, 0.37230)
N (0.56866, 1.43717, 0.46380)
C (1.12001, 0.41888, 0.07783)
C (2.65573, 0.17972, 0.13176)
C (0.37882, -0.72022, -0.65059)
C (-1.06865, -0.82476, -0.36380)
N (-1.74908, 0.28992, -0.17653)
N (-3.04412, 0.35636, 0.27045)
H (2.87415, -0.68262, -0.44678)
H (2.89189, -0.01614, 1.31229)
H (3.03928, 1.16807, -0.31176)
H (0.52037, -0.64577, -1.69405)
H (0.76962, -1.60918, -0.32485)
H (-1.59764, -1.74156, -0.09359)
H (-3.25135, 1.27094, 0.69716)
H (-3.63238, -0.42299, 0.73637)

The value obtained for the lowest unoccupied orbital energy is 0.0380 Eh. Its SMILES is [H]/N=C(/C)C/C=N/N. As for the highest occupied orbital energy: -8.516 eV.

So, what does the natural (NBO) scheme give us? The charges, in e, come out as:
1. H 0.39
2. N -0.65
3. C 0.33
4. C -0.67
5. C -0.54
6. C 0.02
7. N -0.25
8. N -0.65
9. H 0.21
10. H 0.23
11. H 0.24
12. H 0.24
13. H 0.22
14. H 0.16
15. H 0.37
16. H 0.35

Computed relative energies in units of eV: (P) 2.326; (Q) 2.447; (R) 0.000